Entry 1:
A cluster of 4 separate species, C40H52BClN7O6S in total, computed with ωB97M-V with the def2-TZVPD basis set.

ORCA input file:
```
! RIJCOSX wB97M-V def2-TZVPD def2/J DEFGRID3
* xyz 1 1
C -1.1357 3.9955 3.4153
C -1.3325 4.5846 2.0475
O -1.0355 5.7069 1.8283
O -1.8937 3.8362 1.0562
C -1.1556 2.6723 0.6735
C -2.0978 1.4755 0.5449
C -2.2173 0.6571 1.8331
C -1.0407 -0.2214 2.2684
C -0.7327 -1.6116 1.5452
C -1.9652 -1.9241 0.7158
C -2.0619 -1.7944 -0.6705
C -3.2570 -2.0564 -1.3196
C -4.3586 -2.4460 -0.5791
C -4.1858 -2.5118 0.8076
N -3.0459 -2.2566 1.4186
C 0.5638 -1.3001 0.7401
N 0.4082 -0.2210 -0.2285
N 1.4087 -2.4171 0.2088
B 0.9489 -2.9167 -1.1939
O 0.0005 -3.8629 -1.2591
O 1.4604 -2.2775 -2.2796
C 2.8697 -2.0352 0.0058
C 3.3413 -0.7544 0.2109
C 4.6918 -0.5298 -0.0102
C 5.4695 -1.6010 -0.4249
N 5.0219 -2.8335 -0.6540
C 3.7270 -3.0317 -0.4337
C 1.4330 -3.6258 1.1252
C 0.1660 -3.8643 1.9062
C -0.4344 -2.6439 2.6923
C 0.6849 -2.1891 3.6682
C 0.5165 -2.0149 5.1816
C -0.3005 -0.8523 5.7101
Cl 0.2637 -3.5574 6.0649
C -1.6298 -3.4082 3.3399
S -2.9864 -2.6660 4.2472
O -2.7380 -2.6574 5.6584
O -4.1730 -3.3546 3.8155
H -1.8818 3.2532 3.6787
H -1.2047 4.8079 4.1247
H -0.1518 3.5363 3.4609
H -0.3803 2.4632 1.4158
H -0.6611 2.8621 -0.2762
H -1.8772 0.8891 -0.3383
H -3.0762 1.9217 0.3773
H -3.1871 0.1712 1.8570
H -2.2938 1.4108 2.6186
H -0.1555 0.4157 2.3035
H -1.2399 -0.4534 3.3073
H -1.2440 -1.4669 -1.2899
H -3.3215 -1.9551 -2.3918
H -5.3053 -2.6825 -1.0322
H -5.0356 -2.7927 1.4152
H 1.1972 -0.8909 1.5289
H 0.5374 0.6718 0.2234
H 1.0725 -0.2356 -0.9956
H -0.1275 -4.1843 -2.1603
H 1.8382 -2.9410 -2.8893
H 2.6981 0.0333 0.5550
H 5.1263 0.4403 0.1510
H 6.5272 -1.4381 -0.5777
H 3.3952 -4.0463 -0.6078
H 2.2786 -3.5374 1.7970
H 1.6128 -4.5325 0.5630
H -0.5870 -4.2516 1.2227
H 0.3761 -4.6676 2.6090
H 1.5026 -2.9026 3.6108
H 1.1470 -1.2448 3.3833
H 1.5271 -1.7725 5.4955
H -1.3234 -0.7769 5.3659
H 0.2193 0.0607 5.4136
H -0.2762 -0.8630 6.7927
H -1.2106 -4.1759 3.9857
H -2.1302 -3.9843 2.5790
H -3.1042 -1.3812 3.8292
N -2.3442 10.9461 0.6507
C -1.7301 9.8776 1.1548
C -2.1529 8.5723 0.9471
C -3.2829 8.3691 0.1719
C -3.9370 9.4688 -0.3600
C -3.4271 10.7305 -0.0921
H -0.8520 10.0843 1.7571
H -1.6151 7.7383 1.3781
H -3.6476 7.3664 -0.0148
H -4.8229 9.3542 -0.9697
H -3.9067 11.6177 -0.4911
N 2.1291 -3.8641 -5.2134
C 2.7063 -4.9370 -5.7560
C 3.0664 -5.0186 -7.0911
C 2.8120 -3.9313 -7.9110
C 2.2120 -2.8079 -7.3646
C 1.8947 -2.8244 -6.0178
H 2.8840 -5.7683 -5.0837
H 3.5331 -5.9135 -7.4771
H 3.0774 -3.9587 -8.9595
H 1.9958 -1.9376 -7.9681
H 1.4270 -1.9674 -5.5446
N 1.7402 1.7655 -2.4962
C 2.3180 0.7175 -3.0815
C 2.6805 0.6721 -4.4132
C 2.4294 1.7845 -5.2001
C 1.8310 2.8889 -4.6133
C 1.5079 2.8304 -3.2643
H 2.4959 -0.1349 -2.4365
H 3.1473 -0.2172 -4.8154
H 2.6944 1.7920 -6.2493
H 1.6167 3.7791 -5.1873
H 1.0407 3.6744 -2.7701
*
```

## Properties
- Highest occupied orbital energy: -10.5 eV
- HOMO-LUMO gap: 7.82 eV
- Electronic energy: -3273.17491 Ha
- LUMO level: -2.69 eV

Entry 2:
An isolated molecule of C5H10N2O6, computed with ωB97M-V with the def2-TZVPD basis set.

ORCA input file:
```
! RIJCOSX wB97M-V def2-TZVPD def2/J DEFGRID3
* xyz 0 1
C -1.8172 1.7075 0.3817
N -0.8146 0.7109 -0.0242
C -0.9994 -0.6239 0.6487
O -2.3086 -0.9307 0.4708
C -0.0311 -1.5678 -0.0187
O -0.3941 -2.8791 0.3177
C 1.0686 -1.2066 -0.6546
O 1.9000 -2.0676 -1.2449
N 1.6296 0.0702 -0.7076
O 1.9527 0.5440 -1.9963
C 1.3592 1.1143 0.2377
O 1.3026 2.2171 -0.1998
O 1.4583 0.6880 1.4653
H -2.0368 1.8763 1.4433
H -1.4303 2.7299 -0.0273
H -2.7450 1.4045 -0.0692
H -0.9537 0.6197 -0.9635
H -0.6904 -0.3443 1.7003
H -2.4648 -1.9446 0.6921
H 0.3698 -3.4853 0.1191
H 2.4178 -1.5535 -1.7605
H 2.0188 1.4951 -1.8452
H 1.2084 1.4259 2.0351
*
```

## Properties
- Energy above the lowest of the compared OMol25 structures with the same formula, charge and spin: 49.6 kJ/mol
- Highest occupied orbital energy: -8.3 eV
- HOMO-LUMO gap: 8.79 eV
- Electronic energy: -757.36174 Ha
- LUMO level: 0.53 eV

Entry 3:
A cluster of 2 separate species, C4H6N2O in total, computed with ωB97M-V with the def2-TZVPD basis set.

ORCA input file:
```
! RIJCOSX wB97M-V def2-TZVPD def2/J DEFGRID3
* xyz 0 1
N 0.6828 -0.2762 -2.1503
C 1.3110 0.2259 -1.1668
O 1.0833 1.1570 -0.1861
C -0.2225 1.1160 0.3888
C -0.4342 -0.2537 1.0779
C -1.7674 -0.7190 0.6989
N -2.7341 -1.2794 0.9335
H 1.2543 -1.0577 -2.5416
H 2.3253 -0.8049 -0.8183
H -0.9497 1.3559 -0.4101
H -0.2754 1.9394 1.1072
H 0.1373 -1.1809 0.8879
H -0.4107 -0.2223 2.1790
*
```

## Properties
- Energy above the lowest of the compared OMol25 structures with the same formula, charge and spin: 420.1 kJ/mol
- Highest occupied orbital energy: -10.0 eV
- HOMO-LUMO gap: 10.51 eV
- Electronic energy: -340.63490 Ha
- LUMO level: 0.48 eV

Entry 4:
An isolated molecule of C17H27ClN2O3S2, computed with ωB97M-V with the def2-TZVPD basis set.

ORCA input file:
```
! RIJCOSX wB97M-V def2-TZVPD def2/J DEFGRID3
* xyz 0 1
C -1.3295 2.8201 -2.9188
C 0.0967 2.9199 -2.3986
S 1.0346 1.4761 -2.9662
C 2.5843 1.7123 -2.0312
C 3.4082 2.8801 -2.5471
C 3.3888 0.4091 -2.1309
O 4.3797 0.3635 -2.8390
N 3.0005 -0.6542 -1.3688
C 3.8235 -1.8537 -1.3961
C 1.8040 -0.7155 -0.5490
C 0.8168 -1.7633 -1.0649
O -0.3993 -1.7414 -0.3435
C -1.3787 -0.8310 -0.8338
C -1.4937 0.4229 0.0231
N -1.6361 0.1107 1.4367
C -0.4441 0.1130 2.2627
C -2.8703 -0.2524 1.8690
O -3.8410 -0.2788 1.1297
C -2.9703 -0.7334 3.2839
C -2.6595 -2.0782 3.6654
C -2.1600 -3.0986 2.6881
C -2.8791 -2.2833 4.9912
S -3.4509 -0.8790 5.7955
C -3.4063 0.0102 4.3301
Cl -3.8483 1.6667 4.2845
H -1.9114 3.6836 -2.5963
H -1.3440 2.7886 -4.0085
H -1.8231 1.9209 -2.5473
H 0.5730 3.8297 -2.7624
H 0.1090 2.9410 -1.3065
H 2.3050 1.8895 -0.9895
H 4.3226 2.9815 -1.9613
H 3.6876 2.7129 -3.5841
H 2.8435 3.8087 -2.4692
H 4.8134 -1.5900 -1.7545
H 3.8892 -2.2637 -0.3864
H 3.4083 -2.6172 -2.0575
H 2.0831 -0.9556 0.4827
H 1.3115 0.2500 -0.5506
H 0.6415 -1.5883 -2.1318
H 1.2314 -2.7651 -0.9436
H -1.1563 -0.5481 -1.8668
H -2.3366 -1.3524 -0.8075
H -0.6121 1.0567 -0.0889
H -2.3691 0.9871 -0.3027
H -0.7160 0.0306 3.3116
H 0.2177 -0.7140 1.9978
H 0.0964 1.0518 2.1228
H -1.1554 -2.8517 2.3368
H -2.1296 -4.0884 3.1410
H -2.8057 -3.1387 1.8097
H -2.7439 -3.2014 5.5410
*
```

## Properties
- Energy above the lowest of the compared OMol25 structures with the same formula, charge and spin: 17.6 kJ/mol
- Highest occupied orbital energy: -8.9 eV
- HOMO-LUMO gap: 9.41 eV
- Electronic energy: -2255.78598 Ha
- LUMO level: 0.53 eV

Entry 5:
A structure of composition C42H93IN4O10S13, computed with ωB97M-V with the def2-TZVPD basis set.

ORCA input file:
```
! RIJCOSX wB97M-V def2-TZVPD def2/J DEFGRID3
* xyz 0 1
C 0.0429 -6.6553 -0.2630
C 1.5143 -6.5003 -0.7375
C 1.7433 -5.2241 -1.5879
C 1.0799 -3.9399 -0.9980
C 1.8382 -2.6559 -1.5191
C 2.2815 -1.6822 -0.4259
C 1.6008 -0.3763 -0.2919
C 0.4565 0.0606 -1.1948
C -0.7542 -0.9187 -1.2450
C -2.0701 -0.1447 -1.5603
S -3.5125 -1.2360 -1.6087
C -4.6138 -0.8105 -0.2836
S -4.1310 0.2645 0.9011
N -5.8900 -1.3411 -0.2359
C -6.0744 -2.4701 -1.1756
C -5.2808 -3.7679 -0.7832
C -6.3314 -1.6903 1.1306
C -7.2750 -0.6102 1.7724
C 2.0077 0.5366 0.6598
N 1.3846 1.8145 0.8344
C 0.7268 1.8515 1.9545
C 1.1770 2.6968 3.1382
C -0.5615 1.0183 2.1600
C 3.1096 0.2183 1.5316
N 3.6703 0.9413 2.4893
S 4.8600 0.0864 3.1830
N 4.7850 -1.2828 2.2690
C 3.7951 -1.0775 1.4228
C 3.3245 -1.9909 0.4097
I 4.4053 -3.8326 0.3066
H -0.1125 -7.6892 0.0934
H -0.1150 -5.9754 0.5900
H -0.6608 -6.4049 -1.0737
H 2.2449 -6.5470 0.0873
H 1.7429 -7.3679 -1.3919
H 1.3413 -5.3545 -2.6143
H 2.8324 -5.1188 -1.7202
H 0.9722 -3.9541 0.0957
H 0.0608 -3.9076 -1.4252
H 2.7142 -2.9958 -2.1040
H 1.1746 -2.1703 -2.2497
H 0.0829 1.0657 -0.9533
H 0.8750 0.1240 -2.2228
H -0.8558 -1.5638 -0.3539
H -0.6285 -1.6128 -2.0989
H -2.1698 0.6978 -0.8562
H -1.9944 0.3141 -2.5654
H -5.8766 -2.2046 -2.2274
H -7.1419 -2.7605 -1.1467
H -5.1663 -4.3804 -1.6973
H -4.2676 -3.5285 -0.4129
H -5.8526 -4.4053 -0.0848
H -6.9661 -2.5916 1.0243
H -5.5187 -1.9846 1.8044
H -7.0088 0.3463 1.2959
H -6.9809 -0.5382 2.8326
H -8.3365 -0.8482 1.6290
H 1.6479 1.9945 3.8527
H 0.3345 3.1905 3.6536
H 1.9685 3.4071 2.8597
H -1.2510 1.1303 1.3138
H -1.0122 1.3122 3.1214
H -0.2420 -0.0364 2.2742
C -3.9004 -0.7456 -5.7852
S -5.6171 -1.2899 -5.8109
O -5.8778 -1.9874 -4.5219
C -5.3888 -2.5583 -7.0692
H -3.8010 0.0296 -5.0263
H -3.2479 -1.5844 -5.5374
H -3.6355 -0.3358 -6.7605
H -4.6421 -3.2821 -6.7420
H -5.0751 -2.0898 -8.0031
H -6.3370 -3.0638 -7.2203
C 0.7286 1.0910 8.9570
S 0.6388 1.5697 7.2235
O -0.5972 0.9613 6.6594
C 2.0300 0.5648 6.6820
H -0.0865 1.5796 9.4880
H 0.6268 0.0091 9.0484
H 1.6814 1.4177 9.3746
H 1.8436 -0.4831 6.9212
H 2.9400 0.9100 7.1730
H 2.1367 0.6794 5.6052
C 8.1057 3.4666 1.5561
S 8.7820 2.2034 2.6450
O 10.2514 2.4328 2.7349
C 8.5188 0.8269 1.5171
H 8.2046 4.4316 2.0514
H 8.6587 3.4801 0.6165
H 7.0505 3.2594 1.3710
H 9.0453 1.0104 0.5798
H 7.4502 0.7071 1.3334
H 8.9094 -0.0754 1.9842
C -6.0840 3.4541 -5.5645
S -7.3141 2.3600 -4.8437
O -7.4846 1.2128 -5.7783
C -8.7155 3.4649 -5.0892
H -5.1217 2.9456 -5.5519
H -6.3533 3.6894 -6.5919
H -6.0188 4.3676 -4.9716
H -8.8188 3.7031 -6.1484
H -8.5649 4.3768 -4.5106
H -9.6139 2.9588 -4.7403
C -7.9381 -4.8622 -8.8751
S -7.2384 -6.0731 -7.7383
O -5.7749 -5.8289 -7.6702
C -7.4987 -7.4936 -8.8131
H -7.8483 -3.8766 -8.4250
H -7.3925 -4.8827 -9.8193
H -8.9916 -5.0884 -9.0423
H -6.9809 -7.3409 -9.7606
H -8.5672 -7.6289 -8.9837
H -7.0966 -8.3747 -8.3163
C -1.9052 -5.4632 2.8785
S -2.2358 -4.3659 1.4902
O -0.9374 -3.7627 1.0817
C -3.1176 -3.1283 2.4445
H -1.3148 -6.3037 2.5163
H -1.3460 -4.9288 3.6473
H -2.8488 -5.8301 3.2833
H -2.4760 -2.7483 3.2407
H -4.0214 -3.5715 2.8657
H -3.3892 -2.3123 1.7771
C 12.1560 1.9352 5.8757
S 11.1452 0.4504 5.9375
O 10.0893 0.6732 6.9618
C 12.3997 -0.6045 6.6840
H 11.5477 2.7425 5.4718
H 12.4920 2.1956 6.8804
H 13.0119 1.7648 5.2224
H 12.7193 -0.1826 7.6376
H 13.2493 -0.6930 6.0062
H 11.9637 -1.5882 6.8490
C -7.9777 3.6564 -9.3548
S -6.2479 3.3001 -9.6951
O -5.4457 3.9050 -8.5963
C -6.1052 4.3888 -11.1209
H -8.2693 3.1007 -8.4641
H -8.1084 4.7252 -9.1796
H -8.5878 3.3343 -10.1989
H -6.3543 5.4106 -10.8332
H -6.7751 4.0439 -11.9091
H -5.0773 4.3511 -11.4768
C 6.7700 3.5146 5.1459
S 5.6247 2.7699 6.3072
O 4.2499 2.9607 5.7547
C 5.8583 3.9887 7.6085
H 6.7538 2.9276 4.2318
H 6.4671 4.5364 4.9287
H 7.7757 3.5023 5.5666
H 5.6143 4.9820 7.2325
H 6.8930 3.9588 7.9502
H 5.1950 3.7358 8.4348
C 6.3763 7.9414 3.7145
S 7.5501 7.6912 5.0553
O 7.1034 6.4905 5.8142
C 7.0610 9.1376 6.0066
H 6.4805 7.1167 3.0113
H 5.3602 7.9567 4.1098
H 6.5993 8.8806 3.2076
H 6.0009 9.0762 6.2546
H 7.2622 10.0385 5.4264
H 7.6488 9.1577 6.9225
*
```

## Properties
- Highest occupied orbital energy: -7.2 eV
- HOMO-LUMO gap: 7.24 eV
- Electronic energy: -8101.25281 Ha
- LUMO level: 0.00 eV

Entry 6:
A structure of composition C16H25Cl2N2O5PSTi, computed with ωB97M-V with the def2-TZVPD basis set.

ORCA input file:
```
! RIJCOSX wB97M-V def2-TZVPD def2/J DEFGRID3
* xyz 0 3
Ti 0.5393 0.6366 0.8708
Cl -1.4711 0.7838 2.6175
C -1.3120 -0.7102 3.5440
C -2.4349 -1.0878 4.2785
C -2.4064 -2.3474 4.8748
C -1.2931 -3.1451 4.7204
C -0.2419 -2.7362 3.9340
Cl 1.1827 -3.7013 3.7535
C -0.1543 -1.4442 3.3530
S 1.2759 -0.9824 2.3781
H -3.3146 -0.4780 4.3734
H -3.1957 -2.7523 5.4685
H -1.2800 -4.1518 5.1804
C 3.4443 3.3369 -1.2111
C 2.1885 2.7231 -0.5172
N 2.2973 1.6046 0.1489
O 3.6021 1.1635 0.2067
C 0.8590 3.2807 -0.4680
C 0.4339 4.4695 -1.2899
N -0.0143 2.6104 0.2704
O -1.2642 2.9750 0.3247
H 3.2434 3.5192 -2.2298
H 4.2383 2.5837 -1.1904
H 3.6739 4.2732 -0.7002
H 3.5924 0.4921 0.9054
H -0.2590 5.1133 -0.7027
H 0.0007 4.1505 -2.3048
H 1.2894 5.1174 -1.4893
C -3.1019 1.2581 -2.0372
C -1.6459 1.1316 -2.4815
O -1.1922 -0.2424 -2.5390
P -0.6289 -0.6898 -1.0873
O -0.9497 -2.2576 -1.1208
C -1.8543 -2.9618 -0.1441
C -1.0230 -3.9770 0.6261
O 0.9804 -0.5578 -1.2940
C 1.8317 -1.2358 -2.2171
C 2.5061 -0.3531 -3.1919
H -3.3341 2.3105 -1.9209
H -3.1369 0.8510 -1.0043
H -3.8702 0.7963 -2.6430
H -1.0551 1.6964 -1.8461
H -1.5460 1.4368 -3.5097
H -2.5683 -3.4691 -0.7605
H -2.1540 -2.0961 0.4982
H -0.8239 -4.7770 -0.0091
H -1.5488 -4.3239 1.5329
H 0.0180 -3.5782 0.9465
H 1.3309 -1.9805 -2.8294
H 2.4472 -1.9002 -1.6603
H 1.8033 0.0339 -3.9015
H 3.2036 -0.8927 -3.8161
H 3.0923 0.4817 -2.6895
*
```

## Properties
- ⟨S²⟩: 2.02
- Highest occupied orbital energy (alpha / beta): -6.6 / -7.5 eV
- HOMO-LUMO gap (alpha / beta): 7.22 / 7.77 eV
- Electronic energy: -3619.73427 Ha
- LUMO level (alpha / beta): 0.57 / 0.29 eV

Entry 7:
A structure of composition C28H30NNdO, computed with ωB97M-V with the def2-TZVPD basis set.

ORCA input file:
```
! RIJCOSX wB97M-V def2-TZVPD def2/J DEFGRID3
* xyz 0 4
C 2.2177 -0.0563 2.0535
C 2.2496 -0.8267 0.8679
C 1.9838 0.0277 -0.2300
H 2.4162 -1.8926 0.7872
C 1.7492 1.3327 0.2847
C 1.9039 1.2900 1.6890
H 1.4792 2.2147 -0.3111
C -1.3793 -2.4447 2.3226
C -0.0681 -2.7357 1.8036
C -0.1453 -2.7178 0.3760
H 0.8254 -2.9170 2.4253
C -1.5062 -2.4517 -0.0054
C -2.2695 -2.2921 1.2123
H 1.9749 -0.2325 -1.2839
H 1.7251 2.1137 2.3816
H 2.3251 -0.4348 3.0680
H -3.3310 -2.0146 1.2885
H 0.7002 -2.8684 -0.3048
H -1.6671 -2.3763 3.3943
Nd -0.2986 -0.0454 1.2621
C -1.9184 -1.7694 -1.3233
C -3.4487 -1.7228 -1.4060
C -1.2312 -2.4401 -2.5025
H -3.9113 -2.7205 -1.3187
H -3.8298 -1.2838 -2.3356
H -3.8626 -1.1029 -0.6045
H -1.4701 -3.5072 -2.5613
H -0.1437 -2.3717 -2.4065
H -1.4923 -2.0194 -3.4817
C -1.3941 -0.2886 -1.1132
C -1.7069 1.1895 -1.4990
H -0.2677 -0.3487 -1.2384
H -1.9224 -0.1118 -0.1192
O -1.7862 1.9910 -0.4627
N -1.4484 1.4915 -2.8348
C -0.2973 2.4311 -3.0627
H -2.2568 1.8713 -3.3277
C 0.9645 1.7243 -3.4911
C 2.2010 2.3779 -3.3332
H 2.2001 3.3677 -2.8609
C 3.3934 1.7660 -3.7366
H 4.3441 2.3002 -3.6152
C 3.3522 0.4627 -4.2751
H 4.2846 -0.0272 -4.5661
C 2.1234 -0.1935 -4.4565
H 2.0831 -1.2017 -4.9005
C 0.9319 0.4490 -4.0573
H -0.0383 -0.0420 -4.1813
H -0.0684 2.9871 -2.1178
H -0.5303 3.2085 -3.8243
C -0.1618 1.5604 6.3644
C 0.2032 0.2674 6.0179
C 0.0006 -0.2051 4.6971
C -0.5519 0.6496 3.7565
C -0.9650 1.9165 4.0891
C -0.7500 2.3906 5.4069
H 0.0173 1.9337 7.3783
H 0.6587 -0.3948 6.7595
H 0.2904 -1.2231 4.4387
H -1.4454 2.5611 3.3460
H -1.0346 3.4052 5.6780
*
```

## Properties
- ⟨S²⟩: 3.76
- Highest occupied orbital energy (alpha / beta): -7.4 / -7.4 eV
- HOMO-LUMO gap (alpha / beta): 6.76 / 6.75 eV
- Electronic energy: -1776.23413 Ha
- LUMO level (alpha / beta): -0.63 / -0.63 eV